# 1
The following is a quantum chemistry calculation of a 2-piece molecular cluster, C22H30N4O5 overall in a non-equilibrium geometry, from the OMol25 dataset.

Calculated values
gap between HOMO and LUMO = 8.583 eV
net charge = 0
HOMO energy = -8.1 eV
SMILES = CNC(=O)[C@H](Cc1ccc(O)cc1)NC(C)=O.CCOC(=O)N(C)c1ccc(N)cc1
lowest unoccupied orbital energy = 0.530 eV
energy relative to the best compared isomer or geometry (same formula, charge and spin) = 30.6 kcal/mol

Each line ends with the natural charge from an NBO analysis.
Element x y z (Å)
C  -3.820  -3.044  3.184  -0.41
N  -3.292  -2.101  2.202  -0.62
C  -2.070  -2.168  1.662  0.65
O  -1.298  -3.087  1.918  -0.64
C  -1.627  -1.071  0.673  -0.11
C  -1.336  0.258  1.388  -0.42
C  -0.325  0.154  2.515  -0.08
C  0.994  -0.257  2.242  -0.11
C  1.944  -0.336  3.276  -0.28
C  1.572  -0.016  4.596  0.30
O  2.494  -0.090  5.591  -0.67
C  0.247  0.379  4.879  -0.30
C  -0.699  0.464  3.838  -0.18
N  -2.505  -0.847  -0.493  -0.60
C  -3.783  -0.464  -0.490  0.69
C  -4.453  -0.378  -1.841  -0.71
O  -4.414  -0.180  0.520  -0.66
H  -3.952  -4.023  2.721  0.20
H  -4.779  -2.689  3.564  0.21
H  -3.117  -3.141  4.014  0.21
H  -3.885  -1.335  1.897  0.43
H  -0.675  -1.419  0.275  0.23
H  -0.970  0.980  0.660  0.22
H  -2.268  0.654  1.791  0.23
H  1.281  -0.509  1.233  0.20
H  2.955  -0.651  3.071  0.22
H  2.094  0.002  6.456  0.48
H  -0.042  0.623  5.889  0.21
H  -1.713  0.768  4.054  0.21
H  -2.103  -1.040  -1.396  0.40
H  -4.372  -1.336  -2.351  0.23
H  -3.973  0.401  -2.431  0.23
H  -5.505  -0.130  -1.697  0.25
C  1.066  2.241  -5.720  -0.63
C  2.361  1.474  -5.471  -0.07
O  2.380  0.985  -4.123  -0.51
C  1.767  -0.206  -3.878  0.90
O  1.298  -0.950  -4.735  -0.67
N  1.675  -0.614  -2.548  -0.48
C  1.116  -1.919  -2.199  -0.39
C  1.966  0.289  -1.521  0.07
C  3.139  0.157  -0.769  -0.14
C  3.426  1.071  0.253  -0.29
C  2.540  2.112  0.532  0.19
N  2.801  2.985  1.570  -0.81
C  1.377  2.255  -0.223  -0.27
C  1.091  1.349  -1.249  -0.19
H  0.959  3.050  -4.991  0.21
H  1.073  2.673  -6.724  0.21
H  0.203  1.573  -5.636  0.22
H  3.210  2.151  -5.609  0.19
H  2.471  0.666  -6.203  0.20
H  0.051  -1.954  -2.448  0.19
H  1.226  -2.121  -1.128  0.21
H  1.632  -2.715  -2.745  0.22
H  3.831  -0.652  -0.986  0.22
H  4.336  0.965  0.835  0.21
H  2.017  3.535  1.916  0.39
H  3.502  2.695  2.248  0.39
H  0.692  3.069  -0.013  0.21
H  0.190  1.468  -1.841  0.22

---

# 2
The following is a quantum chemistry calculation of C12H29GaN4O9P as an isolated structure in a non-equilibrium geometry, from the OMol25 dataset.

Calculated values
gap between HOMO and LUMO (spin up / spin down) = 5.670 / 5.665 eV
net charge = +1
HOMO energy (spin up / spin down) = -9.7 / -9.7 eV
lowest unoccupied orbital energy (spin up / spin down) = -4.043 / -4.043 eV

Each line ends with the natural charge from an NBO analysis.
Element x y z (Å)
O  3.373  1.681  -2.432  -0.74
H  3.891  2.474  -2.239  0.51
Ga  -0.005  0.576  -0.382  1.44
N  0.426  1.841  1.033  -0.23
N  1.670  -0.240  0.246  -0.23
N  -1.745  1.169  -0.985  -0.24
N  -0.450  -0.854  -1.621  -0.21
O  -0.330  2.867  1.254  -0.61
O  -2.350  2.312  -0.500  -0.52
O  0.369  -1.909  -1.888  -0.52
O  2.273  -1.250  -0.290  -0.61
C  2.257  0.422  1.272  0.13
C  1.597  1.607  1.685  0.20
C  -2.404  0.366  -1.829  0.26
C  -1.647  -0.782  -2.215  0.22
C  2.146  2.574  2.671  -0.69
H  2.857  3.252  2.176  0.24
H  2.688  2.050  3.468  0.23
H  1.347  3.176  3.114  0.26
C  3.522  -0.159  1.776  -0.66
H  4.227  -0.299  0.947  0.25
H  3.341  -1.149  2.221  0.25
H  3.979  0.482  2.535  0.22
C  -3.805  0.641  -2.238  -0.68
C  -2.100  -1.818  -3.176  -0.69
H  -3.977  1.715  -2.372  0.27
H  -4.520  0.260  -1.491  0.26
H  -4.009  0.126  -3.183  0.24
H  -1.316  -2.564  -3.323  0.27
H  -2.337  -1.360  -4.143  0.25
H  -3.008  -2.324  -2.825  0.25
H  -1.692  2.653  0.194  0.52
H  1.203  -1.711  -1.290  0.51
C  3.980  0.864  -3.388  -0.25
H  5.066  0.986  -3.384  0.19
H  3.588  1.062  -4.394  0.18
H  3.732  -0.161  -3.111  0.20
O  0.941  1.656  -1.727  -0.99
H  1.953  1.642  -2.011  0.55
H  0.601  2.561  -1.854  0.52
C  -3.730  -0.621  1.479  -0.26
O  -2.583  -1.406  1.070  -0.84
P  -1.095  -0.848  1.325  1.90
O  -0.150  -2.125  1.365  -0.83
C  -0.562  -3.466  1.050  -0.25
O  -1.137  -0.171  2.767  -0.83
C  -0.611  -0.678  4.006  -0.25
H  -4.588  -1.053  0.954  0.20
H  -3.634  0.439  1.204  0.20
H  -3.877  -0.709  2.563  0.21
H  -1.242  -3.849  1.822  0.19
H  -1.029  -3.531  0.058  0.19
H  0.361  -4.052  1.056  0.22
H  -1.442  -0.740  4.713  0.20
H  -0.145  -1.665  3.891  0.20
H  0.130  0.040  4.373  0.20

---

# 3
The following is a quantum chemistry calculation of a 2-piece molecular cluster, C9H11ClSSi overall in a non-equilibrium geometry, from the OMol25 dataset.

Calculated values
gap between HOMO and LUMO = 7.425 eV
net charge = 0
HOMO energy = -8.2 eV
lowest unoccupied orbital energy = -0.783 eV
energy relative to the best compared isomer or geometry (same formula, charge and spin) = 42.3 kcal/mol

Each line ends with the natural charge from an NBO analysis.
Element x y z (Å)
C  3.113  -1.547  -0.028  -0.25
C  2.813  -2.129  1.167  -0.40
C  2.157  -0.573  -0.377  -0.10
C  1.153  -0.447  0.570  -0.29
C  1.866  0.364  -1.443  -0.18
C  0.730  1.020  -1.133  -0.26
C  0.190  0.546  0.149  -0.52
C  -2.390  -1.072  -0.283  -1.12
C  -2.511  2.058  -0.043  -1.11
Si  -1.651  0.477  0.565  1.61
S  1.366  -1.520  1.891  0.47
Cl  -1.843  0.295  2.580  -0.37
H  3.974  -1.807  -0.621  0.23
H  3.363  -2.889  1.686  0.23
H  2.474  0.500  -2.318  0.22
H  0.248  1.783  -1.715  0.22
H  0.648  1.974  1.238  0.15
H  -3.236  -0.817  -0.916  0.24
H  -1.653  -1.567  -0.909  0.25
H  -2.736  -1.799  0.449  0.25
H  -1.951  2.951  0.224  0.25
H  -2.622  2.046  -1.124  0.24
H  -3.503  2.152  0.390  0.25

---

# 4
The following is a quantum chemistry calculation of C13H11F6MgN4O7S3 as an isolated structure in a non-equilibrium geometry, from the OMol25 dataset.

Calculated values
gap between HOMO and LUMO = 6.288 eV
net charge = -1
HOMO energy = -4.5 eV
lowest unoccupied orbital energy = 1.820 eV
energy relative to the best compared isomer or geometry (same formula, charge and spin) = 177.4 kcal/mol

Each line ends with the natural charge from an NBO analysis.
Element x y z (Å)
Mg  -0.181  0.272  -0.001  1.76
N  0.880  -1.500  0.611  -0.97
C  1.048  -1.449  2.059  -0.31
C  -0.176  -0.759  2.687  0.66
O  -0.481  -0.940  3.859  -0.69
N  -0.787  0.006  1.797  -0.90
C  -2.129  0.416  2.018  -0.31
C  -2.940  0.186  0.767  0.20
O  -4.104  0.955  0.703  -0.29
O  -1.456  -0.382  -0.994  -1.26
H  1.601  -2.084  0.197  0.36
H  -0.022  -1.980  0.439  0.44
H  1.118  -2.446  2.511  0.20
H  1.951  -0.884  2.315  0.18
H  -2.581  -0.163  2.836  0.27
H  -2.198  1.495  2.274  0.17
F  -2.607  1.991  -2.797  -0.28
C  -1.657  2.474  -2.023  0.75
F  -0.509  1.848  -2.283  -0.31
F  -1.461  3.757  -2.383  -0.32
S  -2.023  2.466  -0.169  2.20
O  -0.693  2.260  0.344  -1.01
O  -2.611  3.735  0.119  -0.89
N  -3.062  1.213  -0.192  -0.44
S  -2.548  -1.344  -0.358  2.24
O  -3.432  -1.524  -1.486  -0.98
O  -1.665  -2.404  0.139  -1.01
C  -4.032  -2.192  0.843  0.64
F  -3.743  -2.089  2.178  -0.39
F  -4.276  -3.510  0.640  -0.37
F  -5.242  -1.582  0.711  -0.38
S  3.722  2.239  0.729  0.40
C  2.099  1.974  0.198  -0.08
N  1.891  0.925  -0.516  -0.54
C  3.046  0.224  -0.727  0.19
C  3.198  -0.939  -1.485  -0.22
C  4.440  -1.538  -1.550  -0.21
C  5.541  -1.002  -0.879  -0.21
C  5.425  0.170  -0.159  -0.20
C  4.182  0.779  -0.098  -0.25
H  1.329  2.665  0.470  0.25
H  2.331  -1.336  -1.992  0.24
H  4.571  -2.443  -2.123  0.22
H  6.497  -1.504  -0.924  0.22
H  6.268  0.608  0.351  0.22

---

# 5
The following is a quantum chemistry calculation of a 2-piece molecular cluster, C6H16S overall in a non-equilibrium geometry, from the OMol25 dataset.

Calculated values
gap between HOMO and LUMO = 9.583 eV
net charge = 0
HOMO energy = -8.7 eV
SMILES = CCSC.CCC
lowest unoccupied orbital energy = 0.875 eV
energy relative to the best compared isomer or geometry (same formula, charge and spin) = 43.3 kcal/mol

Each line ends with the natural charge from an NBO analysis.
Element x y z (Å)
C  1.304  -1.947  1.100  -0.62
C  -0.176  -1.496  1.145  -0.53
S  -0.888  -1.083  -0.490  0.18
C  -1.253  -2.759  -1.203  -0.75
H  2.048  -1.054  0.745  0.22
H  1.332  -2.932  0.582  0.21
H  1.678  -2.148  2.140  0.21
H  -0.742  -2.325  1.519  0.21
H  -0.283  -0.737  1.906  0.23
H  -1.941  -3.257  -0.525  0.22
H  -1.770  -2.757  -2.164  0.24
H  -0.316  -3.448  -1.531  0.22
C  -0.485  2.431  0.884  -0.63
C  -0.412  2.239  -0.778  -0.41
C  1.027  2.411  -1.123  -0.60
H  0.263  1.842  1.381  0.20
H  -1.411  1.931  1.228  0.20
H  -0.592  3.483  1.086  0.21
H  -0.646  1.139  -0.995  0.22
H  -0.954  3.109  -1.233  0.20
H  1.307  3.408  -1.048  0.19
H  1.735  1.776  -0.466  0.19
H  1.176  2.174  -2.161  0.20